Version i
# C72H152N8O8

A cluster of 8 separate species, C72H152N8O8 in total (ωB97M-V with the def2-TZVPD basis set, the Open Molecules 2025 dataset).

Results
SMILES	CC1(C)CCCC(C)(C)N1O.CC1(C)CCCC(C)(C)N1O.CC1(C)CCCC(C)(C)N1O.CC1(C)CCCC(C)(C)N1O.CC1(C)CCCC(C)(C)N1O.CC1(C)CCCC(C)(C)N1O.CC1(C)CCCC(C)(C)N1O.CC1(C)CCCC(C)(C)N1O

Structure (ORCA input):
```
! wB97M-V def2-TZVPD RIJCOSX def2/J DEFGRID3
* xyz 0 1
C -24.37 -17.60 -6.24
C -23.42 -18.20 -5.20
C -22.75 -19.38 -5.85
C -22.36 -17.17 -5.02
C -21.40 -17.54 -3.91
C -22.23 -17.75 -2.62
C -23.37 -18.73 -2.69
C -22.97 -20.22 -2.64
C -24.34 -18.51 -1.54
N -24.15 -18.34 -3.88
O -25.25 -19.26 -4.16
H -24.86 -16.67 -5.98
H -23.84 -17.41 -7.17
H -25.17 -18.28 -6.50
H -21.97 -19.81 -5.20
H -23.33 -20.21 -6.26
H -22.15 -18.99 -6.69
H -21.81 -17.06 -5.96
H -22.80 -16.23 -4.72
H -20.70 -18.42 -4.11
H -20.69 -16.72 -3.80
H -22.70 -16.75 -2.44
H -21.63 -17.93 -1.74
H -22.21 -20.36 -1.89
H -22.61 -20.68 -3.64
H -23.85 -20.80 -2.42
H -24.56 -17.46 -1.52
H -23.85 -18.80 -0.60
H -25.30 -19.06 -1.73
H -25.95 -18.69 -3.97
C -26.37 -12.16 1.40
C -26.27 -11.74 -0.10
C -27.19 -10.51 -0.32
C -24.82 -11.32 -0.35
C -23.88 -12.57 -0.33
C -24.32 -13.45 -1.49
C -25.78 -13.94 -1.32
C -26.18 -14.62 -2.62
C -25.87 -14.98 -0.13
N -26.57 -12.74 -1.13
O -27.98 -13.03 -0.96
H -26.84 -11.45 2.05
H -27.05 -13.05 1.45
H -25.45 -12.42 1.88
H -26.82 -9.78 0.40
H -27.11 -10.19 -1.37
H -28.22 -10.75 -0.01
H -24.90 -10.78 -1.35
H -24.50 -10.57 0.36
H -22.84 -12.32 -0.38
H -24.05 -13.02 0.64
H -23.73 -14.30 -1.68
H -24.25 -12.92 -2.51
H -26.26 -13.98 -3.49
H -27.14 -15.22 -2.55
H -25.49 -15.37 -2.84
H -26.79 -15.57 -0.12
H -25.71 -14.51 0.81
H -25.05 -15.68 -0.24
H -28.35 -12.57 -1.72
C -17.10 -22.16 2.65
C -17.81 -22.56 1.40
C -17.31 -23.93 1.03
C -19.31 -22.56 1.68
C -20.13 -22.95 0.49
C -20.03 -21.88 -0.58
C -18.58 -21.63 -0.95
C -18.16 -22.78 -1.95
C -18.35 -20.24 -1.68
N -17.65 -21.57 0.31
O -16.35 -21.62 -0.24
H -16.03 -22.49 2.63
H -17.14 -21.09 2.80
H -17.68 -22.68 3.47
H -16.46 -23.76 0.34
H -16.88 -24.48 1.91
H -18.00 -24.56 0.51
H -19.50 -23.33 2.48
H -19.56 -21.55 1.97
H -19.71 -23.95 0.23
H -21.15 -23.20 0.77
H -20.44 -20.97 -0.09
H -20.63 -21.97 -1.53
H -18.81 -22.59 -2.77
H -18.29 -23.86 -1.72
H -17.11 -22.68 -2.26
H -18.67 -19.40 -1.11
H -19.08 -20.25 -2.52
H -17.29 -20.10 -1.92
H -15.87 -21.05 0.42
C -23.10 -23.98 6.02
C -23.24 -22.40 5.96
C -24.36 -22.12 4.97
C -23.62 -21.75 7.32
C -22.40 -21.57 8.23
C -21.29 -20.81 7.42
C -20.84 -21.53 6.16
C -20.00 -20.42 5.43
C -19.94 -22.73 6.51
N -22.04 -21.71 5.33
O -21.60 -22.64 4.27
H -22.16 -24.53 6.27
H -23.83 -24.30 6.80
H -23.46 -24.35 5.10
H -24.19 -22.52 3.95
H -25.27 -22.54 5.29
H -24.61 -21.04 4.84
H -24.13 -20.77 7.17
H -24.40 -22.33 7.84
H -22.61 -21.09 9.23
H -21.97 -22.58 8.47
H -20.47 -20.65 8.06
H -21.68 -19.81 7.17
H -20.71 -19.65 5.14
H -19.59 -20.83 4.50
H -19.08 -20.12 5.97
H -19.06 -22.37 6.95
H -19.68 -23.19 5.53
H -20.35 -23.51 7.12
H -21.25 -21.98 3.61
C -26.25 -17.44 9.45
C -27.32 -17.39 8.32
C -27.48 -15.94 7.80
C -26.72 -18.22 7.23
C -27.70 -18.61 6.19
C -28.91 -19.36 6.76
C -29.56 -18.45 7.87
C -30.38 -17.31 7.24
C -30.51 -19.29 8.65
N -28.54 -18.03 8.83
O -29.14 -17.19 9.82
H -25.24 -17.39 9.05
H -26.34 -16.69 10.20
H -26.25 -18.40 9.92
H -28.05 -15.97 6.81
H -28.04 -15.40 8.49
H -26.49 -15.47 7.59
H -25.82 -17.65 6.93
H -26.40 -19.18 7.73
H -28.05 -17.67 5.71
H -27.16 -19.20 5.44
H -28.70 -20.36 7.17
H -29.55 -19.55 5.87
H -29.85 -17.01 6.37
H -30.50 -16.51 7.96
H -31.40 -17.65 6.98
H -29.93 -20.05 9.18
H -31.25 -19.87 8.00
H -31.08 -18.61 9.33
H -28.98 -17.64 10.67
C -27.71 -20.82 2.98
C -28.67 -19.94 2.18
C -30.06 -20.67 2.22
C -28.75 -18.60 2.96
C -29.60 -17.63 2.12
C -28.80 -17.39 0.82
C -28.77 -18.71 -0.03
C -30.20 -19.08 -0.50
C -27.94 -18.50 -1.33
N -28.09 -19.69 0.83
O -28.23 -20.95 0.05
H -27.52 -21.83 2.60
H -26.74 -20.38 3.27
H -28.14 -21.04 3.94
H -29.88 -21.72 1.90
H -30.42 -20.61 3.26
H -30.80 -20.22 1.62
H -29.10 -18.83 3.99
H -27.74 -18.24 3.16
H -30.56 -18.11 1.86
H -29.82 -16.77 2.71
H -27.75 -17.11 1.09
H -29.20 -16.56 0.24
H -30.90 -19.10 0.27
H -30.04 -20.04 -1.04
H -30.51 -18.24 -1.15
H -26.94 -18.15 -1.09
H -28.44 -17.79 -1.94
H -27.82 -19.32 -2.03
H -27.39 -21.38 0.30
C -19.81 -14.28 -5.45
C -20.58 -13.17 -4.69
C -21.95 -12.98 -5.39
C -20.93 -13.41 -3.18
C -19.72 -13.55 -2.31
C -18.89 -12.30 -2.51
C -18.63 -11.77 -3.88
C -18.38 -10.26 -3.73
C -17.38 -12.39 -4.55
N -19.84 -11.91 -4.69
O -19.66 -11.43 -6.07
H -20.35 -15.22 -5.37
H -19.57 -13.90 -6.45
H -18.92 -14.45 -4.86
H -22.49 -13.93 -5.39
H -22.64 -12.21 -4.90
H -21.73 -12.64 -6.43
H -21.48 -12.47 -2.90
H -21.63 -14.29 -3.17
H -19.94 -13.70 -1.27
H -19.17 -14.49 -2.58
H -17.92 -12.16 -1.94
H -19.55 -11.57 -2.00
H -17.87 -9.97 -4.77
H -17.60 -10.17 -2.91
H -19.33 -9.71 -3.48
H -17.14 -12.18 -5.59
H -17.19 -13.46 -4.44
H -16.43 -11.99 -4.12
H -19.61 -10.50 -5.95
C -20.92 -17.72 2.69
C -22.09 -17.03 2.13
C -21.64 -16.06 0.95
C -23.13 -18.03 1.67
C -23.92 -18.72 2.85
C -24.70 -17.59 3.48
C -23.78 -16.51 4.00
C -24.46 -15.33 4.59
C -23.02 -17.14 5.16
N -22.85 -16.06 2.99
O -21.97 -15.07 3.58
H -20.16 -17.04 3.22
H -21.27 -18.40 3.43
H -20.40 -18.22 1.89
H -21.23 -16.76 0.18
H -22.47 -15.55 0.48
H -20.92 -15.32 1.23
H -23.87 -17.46 1.10
H -22.66 -18.81 1.09
H -24.58 -19.54 2.42
H -23.27 -19.28 3.42
H -25.26 -17.94 4.41
H -25.41 -17.28 2.78
H -24.92 -14.81 3.73
H -23.65 -14.70 4.94
H -25.23 -15.66 5.30
H -22.65 -18.10 4.86
H -23.69 -17.20 6.02
H -22.17 -16.51 5.50
H -21.55 -15.56 4.29
*
```

Löwdin population analysis, charges in e, atoms 1 to 99: -0.035, -0.516, -0.046, -0.189, -0.158, -0.118, -0.529, -0.007, -0.030, -0.032, -0.006, 0.081, 0.087, 0.072, 0.061, 0.094, 0.096, 0.124, 0.109, 0.126, 0.083, 0.120, 0.100, 0.057, 0.100, 0.070, 0.063, 0.068, 0.081, 0.058, -0.025, -0.523, -0.035, -0.132, -0.139, -0.145, -0.485, -0.034, 0.007, -0.087, -0.027, 0.068, 0.092, 0.055, 0.085, 0.090, 0.079, 0.133, 0.111, 0.095, 0.089, 0.071, 0.146, 0.086, 0.099, 0.044, 0.060, 0.044, 0.055, 0.102, -0.049, -0.570, -0.037, -0.169, -0.188, -0.153, -0.428, -0.032, -0.017, -0.082, -0.068, 0.100, 0.080, 0.102, 0.093, 0.102, 0.052, 0.142, 0.105, 0.109, 0.113, 0.113, 0.125, 0.061, 0.085, 0.084, 0.058, 0.078, 0.081, 0.129, -0.014, -0.452, -0.059, -0.145, -0.153, -0.149, -0.524, -0.024, -0.013

Version ii
# C72H152N8O8

A cluster of 8 separate species, C72H152N8O8 in total (ωB97M-V with the def2-TZVPD basis set, the Open Molecules 2025 dataset).

Results
SMILES	CC1(C)CCCC(C)(C)N1O.CC1(C)CCCC(C)(C)N1O.CC1(C)CCCC(C)(C)N1O.CC1(C)CCCC(C)(C)N1O.CC1(C)CCCC(C)(C)N1O.CC1(C)CCCC(C)(C)N1O.CC1(C)CCCC(C)(C)N1O.CC1(C)CCCC(C)(C)N1O

Structure (ORCA input):
```
! wB97M-V def2-TZVPD RIJCOSX def2/J DEFGRID3
* xyz 0 1
C 3.72 -17.10 23.08
C 2.53 -16.93 22.08
C 3.14 -16.22 20.80
C 1.95 -18.23 21.63
C 1.05 -18.98 22.64
C -0.06 -18.01 22.96
C 0.35 -16.59 23.48
C -0.81 -15.63 23.38
C 0.78 -16.82 24.94
N 1.47 -16.05 22.71
O 1.90 -14.84 23.15
H 3.49 -17.49 24.07
H 4.45 -17.72 22.55
H 4.30 -16.19 23.23
H 2.45 -16.11 19.97
H 3.62 -15.31 21.16
H 3.89 -16.93 20.45
H 1.49 -18.15 20.65
H 2.75 -18.95 21.43
H 0.53 -19.86 22.25
H 1.54 -19.22 23.58
H -0.62 -18.49 23.77
H -0.69 -17.78 22.10
H -1.67 -16.10 23.87
H -1.14 -15.38 22.37
H -0.78 -14.69 23.93
H 1.78 -17.25 24.98
H 0.09 -17.38 25.58
H 0.84 -15.90 25.51
H 2.49 -15.16 23.84
C 4.44 -8.94 27.34
C 5.26 -9.55 26.27
C 5.28 -8.57 25.13
C 6.69 -9.78 26.75
C 7.55 -10.71 25.92
C 6.78 -12.10 25.84
C 5.30 -12.00 25.32
C 5.31 -11.80 23.72
C 4.60 -13.34 25.69
N 4.65 -10.83 25.90
O 3.32 -10.78 25.65
H 3.42 -8.73 27.01
H 4.33 -9.69 28.12
H 4.76 -7.98 27.75
H 5.62 -9.04 24.21
H 4.34 -8.13 24.78
H 5.94 -7.74 25.35
H 7.13 -8.85 27.12
H 6.75 -10.28 27.72
H 7.76 -10.36 24.91
H 8.54 -10.82 26.38
H 6.94 -12.64 26.77
H 7.30 -12.68 25.08
H 5.57 -12.73 23.22
H 6.03 -11.02 23.46
H 4.32 -11.45 23.43
H 3.78 -13.55 25.00
H 4.23 -13.39 26.71
H 5.33 -14.16 25.76
H 3.27 -10.39 24.77
C -5.29 -12.42 31.14
C -6.70 -12.65 30.46
C -6.69 -13.80 29.48
C -7.65 -13.00 31.66
C -9.12 -12.86 31.27
C -9.35 -11.44 30.62
C -8.47 -11.05 29.46
C -9.01 -11.68 28.11
C -8.53 -9.53 29.38
N -7.05 -11.42 29.74
O -6.09 -10.95 28.87
H -4.95 -13.27 31.73
H -4.54 -12.39 30.36
H -5.35 -11.53 31.77
H -7.69 -14.07 29.15
H -6.09 -13.46 28.63
H -6.24 -14.71 29.89
H -7.61 -14.04 32.00
H -7.43 -12.35 32.50
H -9.42 -13.66 30.59
H -9.78 -12.87 32.14
H -9.59 -10.67 31.35
H -10.31 -11.63 30.15
H -8.30 -11.41 27.33
H -9.97 -11.24 27.81
H -9.16 -12.76 28.04
H -8.05 -9.15 28.48
H -8.09 -9.07 30.27
H -9.54 -9.13 29.35
H -5.66 -10.24 29.36
C -0.29 -17.08 28.79
C -1.46 -17.72 29.56
C -2.56 -18.09 28.55
C -0.87 -19.01 30.22
C -1.78 -19.54 31.35
C -1.87 -18.43 32.39
C -2.54 -17.14 31.86
C -4.06 -17.36 31.69
C -2.32 -16.05 32.94
N -1.87 -16.70 30.59
O -2.49 -15.56 30.02
H -0.50 -16.19 28.19
H 0.66 -16.80 29.23
H -0.05 -17.76 27.97
H -2.26 -18.99 28.01
H -3.40 -18.53 29.09
H -2.85 -17.27 27.90
H -0.80 -19.77 29.44
H 0.14 -18.75 30.54
H -2.74 -19.79 30.90
H -1.41 -20.47 31.80
H -0.94 -18.11 32.88
H -2.58 -18.83 33.11
H -4.63 -16.72 31.02
H -4.50 -17.31 32.68
H -4.27 -18.38 31.37
H -1.44 -15.46 32.68
H -2.10 -16.58 33.87
H -3.08 -15.27 33.01
H -1.84 -14.86 30.02
C -0.10 -7.13 23.01
C 0.33 -8.23 23.97
C 1.05 -7.58 25.20
C -0.87 -8.89 24.65
C -1.64 -9.82 23.78
C -0.84 -10.87 23.17
C 0.49 -10.47 22.51
C 1.37 -11.70 22.56
C 0.31 -9.97 21.12
N 1.12 -9.35 23.28
O 2.39 -9.11 22.94
H -0.83 -7.54 22.31
H -0.53 -6.24 23.46
H 0.73 -6.87 22.35
H 1.44 -8.36 25.86
H 2.00 -7.18 24.84
H 0.48 -6.82 25.74
H -0.49 -9.48 25.48
H -1.47 -8.07 25.06
H -2.48 -10.25 24.33
H -2.19 -9.24 23.04
H -1.38 -11.37 22.36
H -0.79 -11.77 23.78
H 2.26 -11.53 21.95
H 0.88 -12.50 22.00
H 1.63 -12.14 23.52
H -0.16 -10.77 20.55
H 1.25 -9.69 20.65
H -0.40 -9.14 21.16
H 2.31 -8.43 22.27
C -9.28 -14.69 25.07
C -8.06 -14.25 24.20
C -7.48 -15.53 23.53
C -8.58 -13.27 23.05
C -7.52 -12.47 22.35
C -6.57 -11.80 23.28
C -6.03 -12.66 24.46
C -4.77 -13.48 23.96
C -5.72 -11.48 25.55
N -7.09 -13.52 25.03
O -6.67 -14.01 26.14
H -9.02 -15.28 25.94
H -9.83 -13.83 25.44
H -9.90 -15.21 24.34
H -8.22 -16.21 23.12
H -6.77 -15.24 22.75
H -6.94 -16.07 24.31
H -9.11 -13.82 22.27
H -9.29 -12.54 23.45
H -6.80 -13.05 21.78
H -8.03 -11.77 21.68
H -7.00 -10.84 23.59
H -5.79 -11.46 22.60
H -4.94 -14.16 23.13
H -4.48 -14.12 24.78
H -3.94 -12.82 23.69
H -5.34 -11.90 26.48
H -6.67 -11.01 25.80
H -5.10 -10.64 25.22
H -7.04 -13.34 26.72
C -1.63 -12.82 35.13
C -1.04 -11.52 35.77
C -2.13 -10.47 36.10
C -0.41 -11.98 37.11
C 0.61 -10.97 37.57
C 1.64 -10.73 36.44
C 1.05 -10.11 35.14
C 0.56 -8.67 35.40
C 2.26 -10.10 34.14
N -0.04 -11.05 34.74
O -0.57 -10.72 33.45
H -2.16 -12.67 34.19
H -0.91 -13.63 35.08
H -2.53 -13.15 35.67
H -3.00 -10.98 36.52
H -1.97 -9.77 36.92
H -2.40 -9.79 35.30
H -1.19 -12.07 37.87
H 0.07 -12.95 37.01
H 0.19 -10.00 37.82
H 1.11 -11.35 38.46
H 2.13 -11.66 36.16
H 2.41 -10.04 36.77
H 1.30 -8.14 36.01
H -0.29 -8.51 36.07
H 0.26 -8.19 34.47
H 1.99 -9.87 33.10
H 2.76 -11.06 34.24
H 2.93 -9.30 34.44
H -0.39 -11.55 32.99
C 1.08 -13.61 30.30
C 0.43 -13.00 28.99
C 0.76 -11.49 29.06
C 1.09 -13.55 27.68
C 0.39 -13.11 26.42
C -1.04 -13.60 26.48
C -1.82 -13.05 27.73
C -2.35 -11.58 27.50
C -3.11 -13.91 27.73
N -1.04 -13.29 29.00
O -1.61 -12.76 30.18
H 0.90 -14.68 30.39
H 2.14 -13.39 30.24
H 0.65 -13.09 31.16
H 0.43 -11.05 30.00
H 1.83 -11.26 29.10
H 0.42 -10.81 28.28
H 2.11 -13.20 27.53
H 1.06 -14.63 27.81
H 0.48 -12.03 26.28
H 0.89 -13.58 25.57
H -0.95 -14.69 26.44
H -1.57 -13.27 25.58
H -1.52 -10.88 27.43
H -3.12 -11.28 28.21
H -2.88 -11.46 26.56
H -3.68 -13.79 28.64
H -2.94 -14.99 27.71
H -3.71 -13.74 26.84
H -1.59 -11.80 30.12
*
```

Löwdin population analysis, charges in e, atoms 1 to 99: -0.029, -0.457, -0.017, -0.151, -0.161, -0.150, -0.492, -0.028, -0.020, -0.140, -0.006, 0.070, 0.083, 0.072, 0.082, 0.074, 0.076, 0.121, 0.116, 0.115, 0.112, 0.115, 0.121, 0.089, 0.091, 0.057, 0.068, 0.079, 0.059, 0.065, -0.044, -0.532, -0.027, -0.149, -0.161, -0.110, -0.437, 0.000, -0.021, -0.148, -0.002, 0.065, 0.093, 0.097, 0.073, 0.068, 0.092, 0.120, 0.117, 0.097, 0.106, 0.111, 0.106, 0.077, 0.062, 0.056, 0.063, 0.072, 0.077, 0.061, -0.016, -0.467, -0.020, -0.138, -0.162, -0.135, -0.480, -0.013, -0.048, -0.133, -0.012, 0.079, 0.052, 0.086, 0.073, 0.064, 0.087, 0.118, 0.114, 0.102, 0.106, 0.116, 0.107, 0.057, 0.081, 0.067, 0.079, 0.089, 0.085, 0.108, -0.050, -0.467, -0.019, -0.128, -0.163, -0.142, -0.484, -0.035, -0.034

Relative to the most stable one, in kJ/mol, the structures come out at version i 0.0; version ii 112.0.

Version i
# H2KO

A structure of composition H2KO (ωB97M-V with the def2-TZVPD basis set, the Open Molecules 2025 dataset).

Structure (ORCA input):
```
! wB97M-V def2-TZVPD RIJCOSX def2/J DEFGRID3
* xyz 1 1
O -0.65 2.06 -2.54
H -1.06 2.16 -1.65
H -1.41 2.07 -3.17
K -0.11 0.32 -0.37
*
```

How is the electron density shared among the atoms? According to Löwdin, the charges in e are: -0.111, -0.005, 0.086, 1.030

Version ii
# H2KO

A structure of composition H2KO (ωB97M-V with the def2-TZVPD basis set, the Open Molecules 2025 dataset).

Structure (ORCA input):
```
! wB97M-V def2-TZVPD RIJCOSX def2/J DEFGRID3
* xyz 1 1
O -0.15 -2.95 0.22
H 0.73 -3.16 -0.15
H -0.58 -3.82 0.37
K -0.04 -1.00 0.07
*
```

How is the electron density shared among the atoms? According to Löwdin, the charges in e are: -0.326, 0.079, 0.116, 1.132

Version iii
# H2KO

A structure of composition H2KO (ωB97M-V with the def2-TZVPD basis set, the Open Molecules 2025 dataset).

Structure (ORCA input):
```
! wB97M-V def2-TZVPD RIJCOSX def2/J DEFGRID3
* xyz 1 1
K -1.43 -0.74 0.52
O 0.50 0.37 0.20
H -0.05 0.72 -0.50
H 0.98 -0.35 -0.22
*
```

How is the electron density shared among the atoms? According to Löwdin, the charges in e are: 1.096, -0.175, 0.021, 0.058

Relative to the most stable one, in kJ/mol, the structures come out at version i 0.0; version ii 90.0; version iii 38.2.